297
Properties=species:S:1:pos:R:3:forces:R:3 method="wB97M-V/def2-TZVPD" homo_energy_ev=-8.684 energy_ha=-5007.08580 lumo_ha=0.008 total_charge=0 spin_multiplicity=1
C -1.010991 -2.984702 -1.413262 0.5 1.5 1.2
C -2.150280 -1.999719 -1.748553 0.4 0.2 0.5
C -2.300667 -2.024604 -3.256395 -0.7 0.1 -0.3
O -1.160387 -1.612419 -4.004412 -0.4 0.1 0.4
C -1.030704 -0.198186 -3.946575 0.9 -0.4 0.1
N -3.465658 -2.301132 -1.140341 0.3 -0.4 1.2
H -1.257718 -4.018818 -1.528782 -0.5 -0.6 -0.5
H -0.649769 -2.918467 -0.372334 -0.3 0.2 -0.2
H -0.146743 -2.717431 -2.029411 -0.2 -0.3 -0.1
H -1.923890 -0.936676 -1.460082 0.3 -1.1 -0.3
H -3.166270 -1.390505 -3.426181 -0.2 0.5 -0.6
H -2.623340 -3.005744 -3.616864 0.4 -0.2 0.1
H -0.657047 0.142552 -2.958275 -0.5 -0.1 -0.5
H -1.967002 0.232781 -4.246674 -0.6 0.6 0.2
H -0.299412 0.101910 -4.694255 0.2 -0.1 -0.1
H -3.345194 -3.127331 -0.532714 -0.2 0.4 -0.5
H -3.757328 -1.554940 -0.472286 0.2 -0.5 -1.0
C 2.735867 2.175599 4.706381 -1.1 0.5 0.1
C 1.493452 2.617162 3.892759 -0.5 -0.2 2.0
C 0.159042 2.331650 4.700307 2.1 0.8 0.6
O -0.881355 2.554149 3.820947 -0.4 -0.1 -0.7
C -2.162583 2.668573 4.387111 -1.0 0.2 -0.1
N 1.572409 4.042633 3.512337 -0.2 -1.1 -0.6
H 2.802328 2.705338 5.681428 0.1 -0.1 -0.7
H 3.620647 2.304071 4.099990 0.4 0.2 0.0
H 2.637139 1.126800 4.940454 0.0 -0.5 0.1
H 1.440752 1.997041 3.018000 -0.1 -0.2 -0.7
H 0.130817 3.039429 5.555365 -0.1 0.1 -0.3
H 0.165913 1.364281 5.211511 -0.1 -0.5 -0.5
H -2.724140 3.435841 3.814835 0.4 -0.3 0.4
H -2.106273 2.949110 5.445805 0.0 0.1 -0.1
H -2.766965 1.748838 4.299556 0.4 0.0 0.0
H 2.086182 4.539039 4.205127 0.5 0.5 0.6
H 0.633852 4.402574 3.523350 -0.4 0.3 -0.2
C 4.253945 -3.645330 6.335290 0.9 -0.8 -2.1
C 3.043695 -2.753265 6.245099 -0.3 -0.5 0.6
C 2.981280 -2.129957 4.878059 -1.2 0.2 0.1
O 1.835154 -1.224264 4.840734 0.9 -1.1 -0.2
C 1.358415 -0.911488 3.535451 -1.5 0.1 1.0
N 1.895582 -3.610359 6.555566 0.0 -0.1 -0.1
H 4.184984 -4.532499 5.645362 -0.5 0.6 0.6
H 4.494650 -4.049850 7.303121 0.0 0.3 0.4
H 5.084119 -3.121296 5.849484 0.4 0.1 0.7
H 3.181732 -1.968042 6.986332 -0.4 0.1 0.2
H 2.855926 -2.969496 4.190707 -0.1 0.2 -0.4
H 3.920206 -1.645152 4.646392 0.1 0.6 -0.2
H 0.310391 -0.518770 3.697924 1.0 -0.4 -0.3
H 1.319078 -1.771013 2.853772 0.2 0.3 0.2
H 1.935043 -0.100025 3.151158 0.6 0.4 -0.7
H 0.994481 -3.205799 6.349691 -0.1 0.6 0.1
H 1.961850 -4.367730 5.886653 0.0 -0.4 0.1
C -4.287039 1.957738 -1.819709 0.1 -0.5 1.3
C -5.506070 1.497151 -1.021896 0.5 -1.8 -0.5
C -6.522181 0.708715 -1.822072 -1.1 1.6 -0.8
O -7.196316 1.657150 -2.696288 0.5 -0.5 1.1
C -8.205497 1.063753 -3.466237 1.7 -0.4 -1.6
N -4.996135 0.559942 -0.019550 0.4 0.5 0.2
H -3.730072 1.065174 -2.195659 -0.3 0.7 0.3
H -3.682131 2.523278 -1.072519 0.1 -0.3 -0.8
H -4.577418 2.594174 -2.612849 -0.1 0.7 -1.0
H -6.057404 2.314795 -0.586785 -0.1 0.6 0.3
H -7.307076 0.271857 -1.218279 0.0 -0.2 0.7
H -6.090268 -0.101337 -2.386845 0.5 -0.3 -0.4
H -9.129773 0.761631 -2.983922 -0.2 0.4 0.4
H -7.764929 0.151808 -3.928885 -0.4 0.2 0.1
H -8.290113 1.778036 -4.289462 -0.9 -0.2 0.1
H -4.082081 0.886348 0.301560 0.0 -0.2 0.0
H -5.607918 0.604368 0.772630 -0.4 -0.3 0.7
C 6.606874 -1.948625 -5.156961 -1.5 1.1 -0.9
C 5.882157 -2.353151 -3.885832 0.5 -1.9 -0.1
C 6.216031 -3.885893 -3.560261 0.8 1.5 -0.5
O 5.670284 -4.288883 -2.351756 -0.9 -0.2 0.7
C 4.254846 -4.397593 -2.470717 -0.3 0.3 0.4
N 6.296920 -1.538566 -2.736133 -0.9 -0.3 -0.7
H 6.184527 -0.986940 -5.555630 0.7 -0.5 0.7
H 6.411687 -2.619824 -6.002871 0.2 -0.3 0.4
H 7.668281 -1.854743 -4.998440 0.4 0.1 0.0
H 4.806807 -2.231790 -3.973215 -0.1 -0.1 -0.3
H 7.314159 -3.943754 -3.471550 -0.2 0.0 0.1
H 5.952849 -4.614304 -4.326470 -0.3 0.3 -0.5
H 3.966665 -4.628493 -3.483004 0.0 -0.3 -0.5
H 3.699953 -3.479485 -2.227296 0.4 0.2 0.1
H 3.868094 -5.168881 -1.816613 0.3 -0.3 0.2
H 5.777958 -1.895582 -1.942859 -0.1 0.1 0.2
H 7.226923 -1.821775 -2.550506 1.4 0.0 0.4
C -2.205091 7.315719 -2.071431 -1.1 0.8 -1.4
C -0.865117 7.838312 -1.616790 -0.8 -1.0 1.5
C -0.647891 7.208876 -0.194943 0.8 0.9 -1.0
O 0.338992 7.986332 0.485780 -0.3 -1.1 0.3
C 0.863121 7.224417 1.566393 -0.3 -0.1 0.2
N 0.170059 7.586154 -2.606733 0.0 0.6 0.8
H -2.227758 6.284944 -2.414878 0.5 -0.4 0.4
H -2.580702 7.853604 -2.975111 0.3 -0.1 0.7
H -2.954139 7.416702 -1.287249 -0.1 0.1 0.0
H -0.914756 8.894810 -1.375845 -0.1 0.4 -0.5
H -0.247037 6.224612 -0.353367 0.2 -0.9 0.0
H -1.578290 7.101044 0.387236 0.2 0.3 -0.1
H 1.235180 6.221520 1.267942 0.0 0.6 -0.1
H 0.089054 7.030075 2.336835 0.2 0.2 -0.2
H 1.662496 7.817558 1.998611 0.1 -0.1 0.1
H 0.425177 6.603381 -2.583196 0.1 -0.2 -0.1
H 0.965303 8.123687 -2.281890 0.4 -0.2 -0.3
C -0.925544 2.957644 0.402133 0.0 1.0 -1.6
C -0.934975 1.538312 -0.142573 -1.2 -0.4 1.0
C 0.462850 0.975081 -0.233178 0.0 0.0 -1.1
O 0.402249 -0.332221 -0.861146 0.4 0.6 1.3
C 1.635324 -1.016043 -0.619816 -0.6 0.3 0.9
N -1.886687 0.713941 0.674924 0.7 1.0 -0.9
H -1.924883 3.388430 0.500067 -0.2 -0.5 0.4
H -0.495631 3.651004 -0.355227 0.3 -0.5 0.4
H -0.377961 3.072563 1.321034 0.2 -0.1 0.5
H -1.370134 1.526890 -1.140455 0.1 0.1 -0.2
H 0.988147 0.927909 0.730994 -0.2 -0.1 0.1
H 1.028509 1.675897 -0.880443 0.1 -0.4 0.2
H 2.372191 -0.418025 -1.129200 0.9 -0.1 0.2
H 1.542132 -1.996321 -1.061328 0.1 -0.3 -0.1
H 1.857600 -1.145157 0.493685 -0.4 0.3 -1.3
H -1.678289 -0.243596 0.449649 0.0 -0.6 0.4
H -1.719704 0.919607 1.645743 0.1 -0.3 0.5
C -0.881632 3.138374 -3.281244 0.3 -0.8 1.4
C -0.071228 4.070576 -4.130217 -0.5 1.0 0.1
C -0.832812 5.215469 -4.781881 -0.8 0.0 -0.4
O -1.172487 4.825872 -6.092724 0.4 -0.7 -0.3
C -1.908490 5.784712 -6.770080 -0.9 0.7 -0.2
N 0.966005 4.651082 -3.299644 -0.5 0.0 1.1
H -1.337680 3.606958 -2.397352 0.2 0.4 -0.3
H -0.187098 2.372707 -2.835368 -0.7 0.4 -0.6
H -1.713874 2.653327 -3.763420 -0.1 -0.3 -0.6
H 0.387455 3.542585 -4.936636 0.1 -0.7 -0.8
H -0.184882 6.082833 -4.800996 0.2 0.4 -0.1
H -1.785848 5.524541 -4.306506 0.5 -0.3 0.4
H -1.371263 6.734669 -6.884716 0.3 -0.1 -0.1
H -2.821870 6.068834 -6.184621 0.3 -0.4 -0.5
H -2.157755 5.396921 -7.777635 0.0 0.2 0.7
H 1.262754 3.931002 -2.668493 0.5 -0.2 0.5
H 1.759710 4.932511 -3.828452 0.7 0.3 -0.5
C 1.794676 -7.319630 -3.371462 0.2 -1.1 -1.7
C 1.104921 -7.314474 -2.034024 0.0 1.2 0.4
C 1.942405 -7.892950 -0.887426 -0.5 0.6 -0.5
O 3.063615 -7.064833 -0.664002 0.6 -0.4 -0.2
C 4.110347 -7.701943 0.074724 -0.7 1.2 0.2
N 0.707514 -5.908192 -1.692414 0.8 -0.9 1.1
H 1.168970 -6.851563 -4.181324 0.6 -0.3 1.0
H 1.987916 -8.364896 -3.712521 -0.2 0.5 0.2
H 2.791857 -6.861642 -3.366296 -0.3 0.2 0.2
H 0.210988 -7.923305 -2.058094 -0.4 -0.1 -0.2
H 2.189566 -8.916347 -1.103747 0.7 -0.6 -0.5
H 1.320491 -7.997796 -0.013104 -0.4 0.5 0.7
H 5.032342 -7.151144 -0.006652 0.3 0.3 -0.7
H 4.245313 -8.720823 -0.206259 0.1 -0.8 -0.3
H 3.881399 -7.600952 1.116493 -0.3 -0.5 0.9
H 1.596213 -5.418885 -1.601830 -0.2 0.2 0.0
H 0.204363 -5.463452 -2.438604 -0.2 0.0 -0.6
C -5.144097 6.273227 -3.637795 0.7 -0.1 0.0
C -6.548558 5.800253 -4.043948 1.2 1.7 0.1
O -6.526459 5.256504 -5.357194 -0.9 -1.0 0.8
H -5.095319 6.824731 -2.700930 -0.4 0.1 0.1
H -4.621636 6.885833 -4.377178 -0.5 0.3 -0.3
H -4.429673 5.458003 -3.504647 -0.3 -0.5 0.0
H -7.224629 6.689050 -3.980495 0.2 -0.7 -0.1
H -6.838255 5.077749 -3.288010 -0.4 -0.4 -0.4
H -6.031326 5.815281 -5.941440 0.4 0.6 -0.2
C -5.020758 -1.739058 5.943597 1.4 0.7 -0.9
C -4.479559 -0.347333 5.385447 -1.2 -1.8 0.2
O -4.717096 -0.304293 3.983021 0.9 -0.8 0.0
H -4.629991 -1.995417 6.929205 -0.3 0.3 0.2
H -4.566289 -2.488920 5.282955 -0.3 0.0 0.1
H -6.102267 -1.822800 5.861398 0.1 0.2 0.2
H -3.400732 -0.259813 5.587012 -0.3 0.2 0.2
H -5.082229 0.453783 5.790436 0.3 0.4 0.4
H -4.363996 -1.167204 3.631892 -0.2 0.7 -0.2
C 6.088547 -4.540170 1.304265 0.7 -0.8 -1.1
C 4.827157 -3.869209 0.852112 -0.2 -0.9 -0.5
O 4.087027 -3.306772 1.890023 0.2 0.5 0.7
H 5.857662 -5.268351 2.074032 0.1 -0.1 0.2
H 6.859816 -3.857594 1.641577 0.0 0.3 0.3
H 6.526428 -5.070781 0.417359 -0.3 0.3 0.7
H 4.186852 -4.645648 0.418432 0.0 0.3 -0.3
H 5.082008 -3.100238 0.130610 -0.2 0.1 -0.6
H 4.699712 -2.639289 2.226829 -0.5 0.5 0.6
C 1.316489 -3.608408 -5.202098 0.5 1.0 0.7
C 0.055902 -4.286429 -5.640178 0.2 -0.4 0.2
O -0.418352 -5.180543 -4.603692 0.4 0.6 -0.3
H 1.812016 -3.113415 -6.049788 -0.4 0.2 0.1
H 2.082942 -4.303375 -4.875586 -0.1 -0.5 0.3
H 1.136708 -2.874783 -4.379564 0.1 -0.5 -0.7
H 0.314873 -4.885488 -6.514097 -0.4 0.0 -0.3
H -0.717671 -3.546864 -5.872576 0.1 -0.1 0.0
H -1.349580 -5.260026 -4.778354 -0.6 -0.3 0.2
C 3.982293 4.375707 -1.007387 0.7 1.1 -2.9
C 2.781352 4.119870 -0.152032 1.4 -0.7 -1.3
O 3.244813 4.317380 1.129146 -1.1 0.0 2.1
H 4.906996 3.854514 -0.744651 -0.4 -0.1 0.5
H 4.269119 5.422374 -1.216359 -0.2 0.0 0.9
H 3.776766 4.083227 -2.058601 -0.1 -0.4 0.4
H 2.559351 3.085504 -0.429212 -0.5 -0.3 0.7
H 1.943657 4.718146 -0.483120 -0.4 0.5 0.2
H 2.538430 4.194164 1.822353 0.6 0.2 -0.5
C -0.310369 -0.354537 7.627743 -0.2 0.3 0.0
C 0.127501 0.965027 8.286363 1.1 -0.2 -0.7
O -0.865621 1.912374 8.586943 -1.3 -0.2 0.0
H -0.755735 -0.189302 6.626825 0.1 0.1 0.4
H -1.038489 -0.951059 8.209839 0.4 0.3 0.0
H 0.599935 -0.934112 7.456731 -0.2 -0.2 0.1
H 0.835631 1.455947 7.594744 -0.3 -0.1 -0.1
H 0.782839 0.809495 9.158941 -0.6 -0.3 0.1
H -1.758593 1.525331 8.474399 0.9 0.2 0.1
C -1.601660 -3.055922 4.491949 0.6 1.2 0.5
C -2.063085 -2.153524 3.370606 0.4 0.4 0.0
O -3.408321 -2.489815 3.119323 -0.2 -0.8 -1.6
H -0.546295 -2.918543 4.735778 0.2 -0.3 -0.3
H -1.858354 -4.050967 4.205140 0.1 -0.9 0.0
H -2.115210 -2.794887 5.419159 -0.3 -0.1 -0.1
H -1.409737 -2.210647 2.462243 -0.7 -0.2 0.5
H -2.086702 -1.102134 3.649894 0.3 0.2 0.2
H -3.359805 -3.194723 2.407979 -0.2 0.6 0.7
C -4.442896 -6.027775 2.508274 0.5 -0.3 0.0
C -4.122761 -5.267886 1.235593 -0.6 0.2 -0.3
O -2.947510 -4.476935 1.354756 0.1 -0.3 -0.2
H -4.465692 -5.295119 3.318669 -0.4 -0.1 0.1
H -3.634369 -6.725770 2.772705 -0.2 0.0 -0.2
H -5.384037 -6.597188 2.421109 0.3 0.4 0.1
H -4.942581 -4.595674 0.997812 -0.1 0.5 0.3
H -4.095923 -5.860585 0.329340 0.4 -0.7 -0.1
H -2.149566 -5.032357 1.205457 0.0 0.3 0.1
C 0.968372 -4.035923 1.873549 0.3 1.3 1.4
C 0.647091 -5.477948 1.807026 0.5 -1.3 -0.1
C 0.325584 -6.147263 3.125442 -0.4 -0.3 0.3
O -0.438993 -5.645805 0.917382 -0.3 -0.4 -0.4
H 1.314031 -3.683469 0.906039 0.3 0.2 0.0
H 1.715312 -3.804976 2.674838 -0.4 -0.3 -0.9
H 0.060546 -3.458786 2.132462 0.3 -0.4 -0.2
H 1.522859 -6.035883 1.403948 -0.3 0.3 0.0
H -0.338055 -5.531718 3.758802 0.3 -0.3 -0.2
H 1.239509 -6.410674 3.663504 0.0 0.4 0.1
H -0.161997 -7.115037 2.933003 0.0 0.3 0.0
H -0.038765 -5.674519 0.017238 -0.4 -0.1 -0.3
C -4.824008 6.709980 0.849642 0.1 -0.2 -0.7
C -4.810823 5.263367 0.321282 0.8 0.4 -0.1
C -4.483434 4.307962 1.446808 -0.9 -0.2 0.9
O -5.993183 5.020740 -0.362309 -1.4 -0.3 -0.5
H -3.800779 6.993825 1.039046 0.4 0.1 0.3
H -5.372151 6.819528 1.773004 -0.3 -0.1 0.3
H -5.196396 7.451936 0.132400 -0.1 -0.4 0.0
H -3.974902 5.164756 -0.388208 0.1 0.2 -0.1
H -4.278901 3.274467 1.127531 0.2 0.4 -0.1
H -5.330453 4.226164 2.192009 0.9 0.3 -0.7
H -3.609314 4.782261 1.911545 0.0 -0.6 0.3
H -6.050623 4.120778 -0.722844 0.3 0.4 0.3
C 4.073735 1.277916 1.190054 -1.0 -0.8 -0.4
C 4.647421 -0.167950 1.133437 -0.5 2.1 -2.1
C 5.736353 -0.216827 0.048110 0.9 -0.3 0.2
O 4.980875 -0.579095 2.384966 0.7 -1.8 2.0
H 4.719773 2.160844 1.356643 0.1 -0.8 0.0
H 3.250526 1.315272 1.920675 0.4 0.0 0.0
H 3.575640 1.391239 0.229369 0.0 0.5 -0.2
H 3.869918 -0.879911 0.817606 0.0 0.5 0.1
H 6.246008 -1.194761 0.008413 -0.2 0.1 0.3
H 6.558542 0.524206 0.182878 -0.7 -0.2 0.1
H 5.319983 -0.082041 -0.957123 -0.1 0.3 0.4
H 5.756368 -0.146945 2.723985 0.5 0.5 0.1
C 3.030662 1.828826 -4.810288 -0.2 1.0 -0.2
C 2.486426 1.031660 -3.620915 -0.3 -1.2 -2.0
C 2.578312 -0.467426 -3.928505 0.8 -1.4 0.6
O 3.098949 1.304865 -2.420801 -0.2 0.8 2.1
H 4.014852 1.459805 -5.138602 -0.3 0.1 0.2
H 3.149323 2.920040 -4.567756 -0.1 -1.0 0.0
H 2.325562 1.791564 -5.664342 0.3 -0.2 0.4
H 1.408817 1.189926 -3.500970 0.2 0.6 0.2
H 2.003379 -1.108083 -3.218670 0.4 0.7 -0.3
H 3.643260 -0.764003 -3.859205 -0.4 0.3 0.2
H 2.300539 -0.856584 -4.905063 -0.4 0.7 -0.4
H 4.058786 1.187896 -2.351532 0.0 -0.1 -1.2
C -6.670553 -2.075583 1.684561 0.4 -1.0 0.2
C -7.522362 -1.008832 2.375700 -2.2 -2.0 -0.8
C -8.275481 -1.720431 3.559946 0.2 0.6 -0.2
O -6.895036 0.184171 2.611177 0.8 0.8 0.5
H -6.017385 -2.592673 2.411517 -0.3 0.1 0.0
H -5.989860 -1.700375 0.942169 0.2 0.6 -0.5
H -7.260130 -2.872361 1.170387 0.1 0.7 0.5
H -8.332823 -0.734637 1.688995 0.0 -0.2 -0.2
H -9.169124 -1.169995 3.886596 0.5 0.1 0.1
H -7.607216 -1.936406 4.390509 0.0 0.3 0.2
H -8.644768 -2.700462 3.257111 0.1 0.0 -0.4
H -6.040003 0.013572 3.054817 -0.2 0.2 0.3
C 7.885973 1.900188 -2.481884 -0.1 0.0 0.2
C 6.443858 2.203298 -2.828760 -0.2 0.4 0.2
C 6.227909 3.359621 -3.767402 0.1 1.5 -0.1
O 5.797204 1.090795 -3.374001 -0.1 -1.8 0.0
H 7.883950 1.113879 -1.701566 0.3 0.5 -0.3
H 8.351339 2.823401 -2.150587 0.2 0.0 0.5
H 8.492896 1.578452 -3.326103 -0.2 -0.3 -0.3
H 5.915798 2.520184 -1.915852 0.2 -0.3 0.2
H 5.152429 3.620360 -3.919220 0.9 -0.4 0.2
H 6.703999 3.218873 -4.724289 0.0 -0.4 -0.6
H 6.743497 4.262435 -3.381857 -0.4 -0.3 0.1
H 6.176835 0.188164 -3.089971 -0.5 1.2 -0.2